Here is one molecule with the formula C6H7N in a non-equilibrium geometry from the OMol25 dataset. Energies are from ωB97M-V/def2-TZVPD.

## Properties
Molar mass in g/mol: 93.129
Energy in eV: -7821.149
LUMO level (spin up / spin down) in eV: 0.462 / 0.549
Highest occupied orbital energy (spin up / spin down) in eV: -7.8 / -8.0
Energy relative to the best compared isomer or geometry (same formula, charge and spin) in kJ/mol: 434.0

Element x y z (Å)
C (-0.844, 0.690, 0.782)
C (0.680, 0.381, 0.697)
C (0.819, 0.546, -0.773)
C (0.832, -1.138, 0.643)
N (0.235, -1.701, -0.340)
C (-1.207, 0.179, -0.574)
C (-0.096, -0.550, -1.193)
H (-0.952, 1.779, 0.796)
H (-1.406, 0.286, 1.636)
H (1.318, 0.931, 1.390)
H (1.659, 1.020, -1.284)
H (1.398, -1.708, 1.367)
H (-2.249, 0.050, -0.889)
H (-0.186, -0.763, -2.258)